# 1
121
Properties=species:S:1:pos:R:3 method="wB97M-V/def2-TZVPD" molar_mass_g_mol=853.99 lumo_ev=-7.882 e_tot_ev=-105885.190 total_charge=+3 relative_energy_ev=4.802 e_homo_ha=-0.4963 fmax_ha_per_bohr=0.1042 homo_lumo_gap_ha=0.207
C -1.083 -2.879 -5.658
C 0.035 -2.839 -6.675
O 0.014 -3.115 -7.891
N 1.380 -2.261 -6.092
H 1.657 -1.380 -6.501
H 1.216 -1.941 -5.148
C 2.544 -3.276 -6.098
H -1.389 -1.858 -5.429
H -0.698 -3.397 -4.781
H -2.018 -3.314 -6.010
H 3.290 -2.698 -5.552
H 2.804 -3.375 -7.152
H 2.039 -4.110 -5.611
C 2.309 -6.098 -3.148
C 0.793 -6.352 -3.314
O -0.115 -5.607 -3.068
N 0.521 -7.853 -3.579
H 1.234 -8.211 -4.198
H 0.621 -8.399 -2.736
C -0.803 -8.279 -4.206
H 3.019 -6.517 -3.861
H 2.623 -6.405 -2.150
H 2.393 -5.012 -3.184
H -0.736 -9.247 -4.703
H -1.085 -7.510 -4.925
H -1.706 -8.349 -3.599
C -0.296 -5.561 1.090
C -1.357 -5.483 -0.017
O -1.875 -6.434 -0.588
N -1.641 -3.997 -0.354
H -2.166 -3.553 0.385
H -0.797 -3.450 -0.453
C -2.544 -3.883 -1.656
H 0.050 -6.568 1.319
H -0.805 -5.314 2.022
H 0.578 -4.915 1.013
H -2.012 -4.347 -2.487
H -2.508 -2.794 -1.629
H -3.552 -4.290 -1.581
C 0.203 4.367 -1.404
C 0.064 2.871 -1.413
O 0.020 2.136 -0.433
N 0.169 2.138 -2.724
H 0.886 2.412 -3.380
H 0.515 1.201 -2.570
C -1.191 2.060 -3.433
H 0.199 4.738 -0.379
H -0.641 4.880 -1.866
H 1.170 4.556 -1.870
H -1.955 2.602 -2.876
H -1.324 0.984 -3.539
H -1.081 2.568 -4.391
C -0.873 -0.786 2.268
C 0.458 -0.067 2.481
C 0.850 0.227 4.027
C -0.216 0.864 4.872
P -0.534 2.594 4.731
C 0.945 3.574 4.393
C 0.794 4.732 3.345
C 2.021 5.697 3.260
C 1.824 6.799 2.153
C -1.047 3.239 6.339
C -1.507 4.689 6.338
C -2.143 5.002 7.730
C -2.844 6.371 7.850
C -1.816 2.791 3.454
C -3.189 2.073 3.711
C -4.113 1.890 2.484
C -4.669 3.142 1.925
H -0.893 -1.292 1.302
H -1.710 -0.088 2.278
H -1.164 -1.420 3.105
H 0.523 0.904 1.989
H 1.308 -0.499 1.953
H 1.771 0.810 4.034
H 1.162 -0.784 4.290
H 0.105 0.922 5.912
H -1.161 0.325 4.948
H 1.655 2.894 3.922
H 1.388 3.903 5.333
H -0.080 5.264 3.719
H 0.553 4.420 2.329
H 2.918 5.115 3.050
H 2.313 6.209 4.177
H 1.780 6.464 1.117
H 2.634 7.529 2.153
H 0.884 7.324 2.319
H -0.185 3.043 6.977
H -1.958 2.694 6.585
H -2.117 4.855 5.450
H -0.663 5.351 6.143
H -1.482 5.022 8.597
H -2.823 4.216 8.058
H -3.784 6.495 7.312
H -2.262 7.161 7.375
H -3.011 6.574 8.908
H -1.396 2.537 2.480
H -1.819 3.872 3.317
H -3.862 2.593 4.393
H -3.052 1.031 3.999
H -4.946 1.271 2.819
H -3.423 1.413 1.789
H -5.384 2.903 1.138
H -3.831 3.671 1.471
H -5.047 3.829 2.682
C 3.007 -1.746 -1.387
F 3.823 -2.641 -1.986
F 2.946 -1.837 -0.035
F 3.554 -0.595 -1.681
S 1.192 -1.864 -2.214
O 0.380 -2.484 -1.171
O 0.854 -0.440 -2.548
O 1.350 -2.695 -3.390
C 5.518 -0.452 -5.029
F 6.796 -0.224 -5.542
F 5.463 -1.736 -4.729
F 5.248 0.302 -3.913
S 4.208 0.035 -6.412
O 4.628 1.299 -6.954
O 4.311 -0.975 -7.492
O 2.877 0.049 -5.817

# 2
137
Properties=species:S:1:pos:R:3 method="wB97M-V/def2-TZVPD" molar_mass_g_mol=1029.57 lumo_ev=-4.032 e_tot_ev=-114857.494 total_charge=+1 e_homo_ha=-0.3594 fmax_ha_per_bohr=0.0931 homo_lumo_gap_ha=0.211
C 2.417 -2.290 5.593
C 1.084 -1.556 4.999
Cl -0.362 -2.701 4.905
C 0.773 -0.231 5.905
C 1.108 1.066 4.995
C 0.111 1.317 3.798
C 0.359 2.513 2.847
C 1.615 3.415 3.158
C 1.870 4.627 2.100
F 0.613 5.291 1.716
F 2.682 5.603 2.776
C 2.603 3.980 0.800
C 3.193 2.502 1.071
Si 4.304 1.852 -0.395
C 5.474 0.538 0.436
C 5.353 3.225 -1.214
C 3.143 0.900 -1.573
C 2.264 1.505 -2.704
C 1.291 0.647 -3.603
C 1.195 -0.907 -3.405
C 2.089 -1.514 -2.273
C 3.049 -0.666 -1.366
C 2.528 3.105 4.364
N 2.219 1.951 5.223
H 2.365 -2.207 6.733
H 3.310 -1.681 5.191
H 2.531 -3.362 5.219
H 1.362 -1.274 3.917
H -0.369 -0.187 6.078
H 1.376 -0.253 6.883
H -0.788 0.629 3.563
H -0.338 2.713 1.952
H 3.428 4.706 0.438
H 1.849 3.881 -0.060
H 3.898 2.478 1.993
H 2.357 1.703 1.166
H 4.752 -0.145 1.037
H 6.137 1.038 1.246
H 6.081 -0.058 -0.329
H 6.218 3.459 -0.476
H 4.798 4.237 -1.339
H 5.827 2.883 -2.195
H 2.291 2.624 -2.919
H 0.620 1.105 -4.413
H 0.502 -1.574 -4.038
H 2.003 -2.654 -2.106
H 3.621 -1.234 -0.558
H 3.449 3.758 4.600
H 2.893 1.792 5.993
C 4.968 -4.149 -1.931
O 4.620 -3.361 -1.060
N 5.365 -5.417 -1.657
N 4.988 -3.830 -3.244
H 5.652 -6.070 -2.363
H 5.368 -5.703 -0.692
H 4.700 -2.899 -3.497
H 5.273 -4.474 -3.968
C -3.401 -0.091 1.615
O -2.497 0.595 2.087
N -3.301 -0.710 0.418
N -4.580 -0.289 2.250
H -4.033 -1.273 0.023
H -2.441 -0.592 -0.095
H -4.702 0.152 3.147
H -5.324 -0.848 1.872
C -0.884 8.165 4.925
O -1.252 8.950 5.782
N -0.485 6.904 5.202
N -0.838 8.477 3.607
H -0.180 6.256 4.499
H -0.497 6.616 6.167
H -1.126 9.405 3.342
H -0.535 7.835 2.897
C -5.065 3.573 0.155
O -5.882 2.948 -0.502
N -4.088 2.969 0.879
N -5.057 4.928 0.222
H -3.411 3.473 1.422
H -4.054 1.963 0.860
H -5.764 5.421 -0.299
H -4.390 5.451 0.760
C -2.667 -2.761 -4.045
O -3.013 -1.971 -3.176
N -2.271 -4.029 -3.771
N -2.649 -2.442 -5.362
H -1.986 -4.682 -4.479
H -2.266 -4.317 -2.802
H -2.935 -1.511 -5.617
H -2.367 -3.082 -6.082
C -2.854 -6.438 -0.852
O -2.348 -5.329 -0.948
N -2.942 -7.299 -1.895
N -3.375 -6.910 0.307
H -3.356 -8.212 -1.826
H -2.568 -6.994 -2.778
H -3.334 -6.305 1.111
H -3.793 -7.818 0.397
C 6.638 -5.712 -6.299
O 6.292 -4.924 -5.429
N 7.035 -6.979 -6.028
N 6.656 -5.390 -7.614
H 7.320 -7.632 -6.734
H 7.038 -7.265 -5.063
H 6.369 -4.458 -7.865
H 6.938 -6.028 -8.336
C -2.651 0.268 -8.222
O -2.000 -0.612 -7.678
N -3.134 0.151 -9.484
N -2.951 1.442 -7.615
H -3.669 0.868 -9.939
H -2.937 -0.704 -9.976
H -2.614 1.576 -6.675
H -3.485 2.171 -8.053
C -4.716 9.693 1.009
O -5.246 9.873 -0.074
N -3.651 8.866 1.177
N -5.138 10.300 2.146
H -3.206 8.710 2.064
H -3.301 8.393 0.361
H -5.925 10.922 2.071
H -4.707 10.157 3.041
C 1.513 -0.589 9.788
O 2.270 -0.969 8.903
N 1.955 -0.103 10.972
N 0.163 -0.622 9.665
H 1.344 0.211 11.703
H 2.952 -0.060 11.110
H -0.214 -0.977 8.802
H -0.465 -0.313 10.385
C -5.727 -8.014 -4.624
O -5.079 -8.897 -4.082
N -6.212 -8.127 -5.885
N -6.023 -6.839 -4.014
H -6.745 -7.409 -6.339
H -6.018 -8.983 -6.379
H -5.684 -6.708 -3.075
H -6.555 -6.108 -4.450

# 3
121
Properties=species:S:1:pos:R:3 method="wB97M-V/def2-TZVPD" molar_mass_g_mol=826.78 lumo_ev=0.402 e_tot_ev=-98980.425 relative_energy_ev=7.864 e_homo_ha=-0.3061 fmax_ha_per_bohr=0.3238 homo_lumo_gap_ha=0.321
C 2.428 -3.201 -4.377
C 3.311 -3.184 -3.074
O 4.556 -3.103 -3.189
C 2.669 -3.404 -1.752
H 3.139 -3.644 -5.241
H 2.064 -2.154 -4.799
H 1.460 -3.708 -4.292
H 1.856 -3.930 -2.010
H 2.193 -2.583 -1.398
H 3.330 -3.841 -0.920
C 2.505 3.697 3.553
C 1.834 3.479 5.004
O 0.703 3.686 5.197
C 2.721 3.014 6.212
H 1.931 4.691 3.302
H 1.852 3.006 2.964
H 3.441 3.421 3.366
H 3.435 2.140 6.042
H 2.128 2.663 6.998
H 3.353 3.985 6.661
C -5.029 0.136 -3.460
C -4.412 -1.288 -3.651
O -3.451 -1.427 -4.398
C -4.830 -2.325 -2.667
H -6.061 0.117 -3.771
H -4.532 0.780 -4.191
H -4.662 0.455 -2.422
H -4.082 -2.901 -2.588
H -5.639 -3.097 -2.928
H -5.040 -2.055 -1.556
C 0.155 6.833 2.645
C -0.069 5.348 3.047
O 0.697 4.512 2.941
C -1.498 4.947 3.519
H 1.320 7.092 2.666
H -0.355 7.324 3.514
H -0.478 6.945 1.765
H -2.264 5.437 2.877
H -1.992 5.508 4.459
H -1.719 3.900 3.710
C 4.653 0.398 -1.960
C 5.766 -0.097 -0.975
O 5.616 0.210 0.237
C 6.861 -0.961 -1.529
H 3.862 1.003 -1.457
H 4.302 -0.286 -2.567
H 4.934 0.974 -2.815
H 7.162 -0.662 -2.371
H 6.476 -1.963 -1.622
H 7.596 -1.200 -0.958
C 0.968 5.739 -0.562
C 1.866 5.817 0.571
O 1.386 6.064 1.762
C 3.278 5.318 0.471
H 1.622 6.105 -1.500
H 0.015 6.369 -0.582
H 0.415 4.842 -0.829
H 3.847 5.919 -0.160
H 3.366 4.341 0.054
H 3.812 5.443 1.324
C -1.507 -7.200 -2.921
C -1.474 -5.782 -3.150
O -0.899 -5.014 -2.321
C -2.353 -5.191 -4.242
H -1.390 -7.325 -1.887
H -0.592 -7.890 -3.357
H -2.429 -7.630 -3.232
H -2.376 -4.208 -4.524
H -3.453 -5.504 -4.223
H -2.212 -5.777 -5.220
C -3.294 -0.186 1.056
O -3.239 -1.180 2.066
P -4.283 -2.338 2.244
O -4.260 -3.104 0.994
O -3.837 -3.414 3.359
C -2.761 -3.172 4.099
O -5.885 -1.779 2.303
C -6.832 -2.155 1.384
H -3.117 -0.573 -0.019
H -2.659 0.619 1.294
H -4.248 0.479 1.021
H -1.829 -3.840 3.875
H -3.046 -3.509 5.158
H -2.417 -2.098 4.113
H -7.817 -1.667 1.640
H -7.137 -3.064 1.338
H -6.712 -1.779 0.179
C -0.086 -4.143 1.084
O -0.316 -3.168 2.031
P 0.418 -1.714 1.875
O -0.079 -0.981 0.746
O 0.191 -0.916 3.333
C 0.098 0.483 3.164
O 1.987 -1.891 1.743
C 2.756 -0.880 1.269
H -0.654 -5.007 1.344
H 0.932 -4.312 1.016
H -0.684 -3.548 0.160
H -0.854 0.660 2.767
H 0.968 0.901 2.504
H 0.019 1.205 4.069
H 2.417 -0.294 0.426
H 3.728 -1.256 0.971
H 2.819 0.075 2.059
C -0.419 -1.562 -2.370
O 0.684 -0.709 -1.898
P 0.434 0.828 -1.578
O -0.950 1.298 -1.586
O 1.294 1.613 -0.483
C 0.880 2.809 0.006
O 1.077 1.483 -2.832
C 0.314 1.921 -3.901
H -0.745 -1.290 -3.261
H -1.402 -1.381 -1.574
H 0.044 -2.512 -2.300
H 1.491 3.510 0.680
H -0.018 2.539 0.409
H 0.591 3.603 -0.788
H 0.933 2.550 -4.389
H -0.418 2.442 -3.460
H -0.166 1.223 -4.512